P) 20
Properties=species:S:1:pos:R:3:nbo_charge:R:1 method="wB97M-V/def2-TZVPD" e_homo_ha=-0.2906 homo_lumo_gap_ev=4.085 multiplicity=1
O -0.937 0.154 -1.984 -0.616
C -1.337 0.288 -0.787 0.571
N -2.424 -0.179 -0.150 -0.524
C -3.054 -1.448 -0.878 -0.443
N 2.878 1.507 1.039 -0.736
C -0.376 1.099 0.092 -0.508
C 0.676 0.248 0.759 -0.131
C 1.440 -0.889 -0.080 -0.623
H -3.503 -1.118 -1.801 0.208
H -2.134 -2.118 -1.268 0.183
H -3.614 -1.912 -0.098 0.205
H 3.210 0.939 1.816 0.345
H 2.911 2.442 1.370 0.357
H 0.213 1.473 -0.723 0.229
H -0.857 1.901 0.673 0.255
H 1.646 0.891 0.951 0.267
H 1.298 -0.344 -0.976 0.250
H 0.312 -0.088 1.734 0.223
H 1.188 -2.042 0.067 0.263
H 2.465 -0.803 0.246 0.225



Q) 20
Properties=species:S:1:pos:R:3:nbo_charge:R:1 method="wB97M-V/def2-TZVPD" e_homo_ha=-0.3299 homo_lumo_gap_ev=9.284 multiplicity=1
C -0.051 2.171 -0.210 -0.726
C -0.624 1.109 0.699 0.699
N 0.306 0.588 1.654 -0.899
O -1.825 1.060 0.958 -0.571
H 0.857 1.267 2.178 0.396
H -0.072 -0.184 2.190 0.388
H -0.191 3.145 0.266 0.244
H -0.611 2.171 -1.146 0.248
H 1.011 2.029 -0.413 0.219
C -1.189 -1.849 -0.116 -0.718
C 1.541 -0.892 -0.232 -0.634
C -0.288 -0.873 -0.824 0.340
N -0.482 -0.608 -2.052 -0.643
H 0.208 0.041 -2.439 0.340
H -0.704 -2.229 0.787 0.208
H -1.423 -2.701 -0.757 0.241
H -2.122 -1.360 0.173 0.258
H 1.551 -1.940 0.051 0.202
H 2.135 -0.278 0.434 0.220
H 1.971 -0.665 -1.202 0.186



R) 20
Properties=species:S:1:pos:R:3:nbo_charge:R:1 method="wB97M-V/def2-TZVPD" e_homo_ha=-0.3449 homo_lumo_gap_ev=10.160 smiles="C=C[C@H](N)O.[H]/N=C/C" multiplicity=1
C 0.937 0.062 1.038 0.216
N 1.840 0.844 1.842 -0.850
C 0.402 0.903 -0.116 -0.221
C 0.899 0.807 -1.353 -0.372
O 1.565 -1.123 0.654 -0.719
H 2.447 -0.894 0.334 0.475
H -0.054 -0.301 1.551 0.135
H 2.095 0.363 2.694 0.371
H 1.470 1.761 2.053 0.368
H -0.093 1.813 0.202 0.202
H 1.437 -0.067 -1.685 0.195
H 0.653 1.528 -2.113 0.205
C -1.323 -1.473 -1.086 -0.695
C -1.798 -0.335 -0.246 0.171
N -2.451 0.619 -0.753 -0.643
H -2.788 1.310 -0.084 0.335
H -1.635 -0.540 0.909 0.137
H -1.223 -1.160 -2.122 0.227
H -0.356 -1.812 -0.716 0.237
H -2.023 -2.304 -1.003 0.229



Energies in kcal/mol, measured from the most stable structure: P) 134.5; Q) 13.9; R) 0.0.



P) 20
Properties=species:S:1:pos:R:3:nbo_charge:R:1 method="wB97M-V/def2-TZVPD" e_homo_ha="-0.2463 / -0.2554" homo_lumo_gap_ev="6.771 / 7.370" multiplicity=1
C 1.919 1.599 -0.936 -0.749
C -0.377 -0.986 -1.622 -0.692
C 0.422 1.634 -0.720 0.570
C -0.659 -0.152 -0.394 0.098
N -1.840 0.084 0.041 -0.804
O -0.250 2.596 -0.912 -0.511
H -2.590 -0.209 -0.580 0.354
H 2.378 1.126 -0.065 0.231
H 2.314 2.600 -1.129 0.237
H 2.110 0.962 -1.802 0.240
H 0.691 -1.152 -1.771 0.214
H -0.886 -1.951 -1.548 0.221
H -0.774 -0.502 -2.518 0.231
C 0.163 -0.960 1.950 -0.214
N -1.055 -0.756 2.558 -0.801
H -1.624 -0.050 2.076 0.420
H -1.667 -1.562 2.597 0.367
H 0.927 -0.316 2.374 0.175
H 0.506 -1.987 1.861 0.187
H 0.290 -0.018 0.541 0.226



Q) 20
Properties=species:S:1:pos:R:3:nbo_charge:R:1 method="wB97M-V/def2-TZVPD" e_homo_ha=-0.3356 homo_lumo_gap_ev=9.963 smiles="CCC(=O)NCCN" multiplicity=1
C -0.422 -0.722 1.470 -0.505
C -1.123 -1.930 2.120 -0.608
C 0.817 -1.130 0.635 0.695
N 1.415 -0.167 -0.263 -0.647
C 0.890 1.157 -0.463 -0.235
C -0.403 1.321 -1.360 -0.232
N 0.088 1.886 -2.630 -0.865
O 1.324 -2.239 0.651 -0.610
H -1.033 -0.079 0.782 0.218
H 0.066 -0.096 2.305 0.230
H -1.845 -1.630 2.814 0.211
H -1.589 -2.581 1.318 0.211
H -0.270 -2.493 2.517 0.235
H 1.929 -0.633 -0.977 0.397
H 0.563 1.566 0.519 0.194
H 1.591 1.836 -0.776 0.215
H -1.172 2.010 -0.860 0.196
H -0.846 0.318 -1.415 0.169
H 0.679 1.302 -3.252 0.369
H -0.660 2.303 -3.136 0.362



Energies in kcal/mol, measured from the most stable structure: P) 111.4; Q) 0.0.



P) 9
Properties=species:S:1:pos:R:3:nbo_charge:R:1 method="wB97M-V/def2-TZVPD" e_homo_ha=-0.4024 homo_lumo_gap_ev=10.730 smiles=FC(F)F.C#CF multiplicity=1
C 1.602 0.327 -1.126 -0.307
C 1.932 0.989 -0.098 0.363
C -1.188 -0.547 0.485 0.863
F 1.446 1.539 0.963 -0.276
F -1.191 -0.757 -0.804 -0.300
F -2.192 0.422 0.711 -0.354
F -1.830 -1.733 1.015 -0.357
H -0.281 -0.185 0.894 0.149
H 1.700 -0.054 -2.041 0.219



Q) 9
Properties=species:S:1:pos:R:3:nbo_charge:R:1 method="wB97M-V/def2-TZVPD" e_homo_ha=-0.3603 homo_lumo_gap_ev=10.700 smiles="FCC(F)=C(F)F" multiplicity=1
C -1.194 0.277 0.006 0.012
C 0.114 -0.474 0.159 0.176
C 1.341 -0.034 -0.169 0.671
H -1.506 0.389 1.103 0.184
H -1.879 -0.273 -0.608 0.189
F -0.963 1.499 -0.592 -0.342
F 0.014 -1.668 0.822 -0.311
F 2.426 -0.811 0.021 -0.304
F 1.647 1.095 -0.741 -0.274



Energies in kcal/mol, measured from the most stable structure: P) 53.7; Q) 0.0.



P) 6
Properties=species:S:1:pos:R:3:nbo_charge:R:1 method="wB97M-V/def2-TZVPD" e_homo_ha=-0.3528 homo_lumo_gap_ev=9.823 smiles="FC(F)=C(F)Cl" multiplicity=1
C 0.750 -0.240 -0.115 0.670
C -0.511 0.312 0.207 0.199
F 0.660 -1.537 0.070 -0.295
F 1.889 0.302 -0.097 -0.248
F -0.654 1.628 0.010 -0.316
Cl -2.133 -0.465 -0.075 -0.010



Q) 6
Properties=species:S:1:pos:R:3:nbo_charge:R:1 method="wB97M-V/def2-TZVPD" e_homo_ha=-0.4080 homo_lumo_gap_ev=8.823 multiplicity=1
C 0.398 0.489 0.000 0.720
C -0.688 -0.260 0.094 0.156
F 0.843 1.664 0.001 -0.204
F 2.291 -0.450 -0.067 -0.510
F -0.493 -1.556 -0.027 -0.264
Cl -2.352 0.113 -0.001 0.102



Energies in kcal/mol, measured from the most stable structure: P) 0.0; Q) 69.1.